[1]
Below is a 2-piece molecular cluster, C21H16F6O3 overall, with properties calculated with wB97M-V/def2-TZVPD.

Values from the calculation:
E_LUMO in eV: -3.0
Highest occupied orbital energy in eV: -7.62
Strongest force on any atom in hartree/bohr: 0.0336

Geometry (Å):
C: -0.01695 2.08476 2.19062
C: 0.04008 0.66496 2.53760
C: -1.16434 -0.11725 2.51592
O: -2.28709 0.38476 2.42017
C: -0.99069 -1.63318 2.65776
C: 0.28691 -2.02968 1.98033
O: 1.41893 -1.34298 2.59912
C: 1.34206 0.01037 2.69024
O: 2.36537 0.64528 2.92525
H: 0.99455 2.49669 2.16576
H: -0.52345 2.26056 1.22960
H: -0.59164 2.62028 2.94894
H: -0.96408 -1.88219 3.73303
H: -1.83854 -2.14738 2.19393
H: 0.50983 -3.09493 2.07933
H: 0.24585 -1.76301 0.91072
F: 0.78541 -3.24758 8.85562
C: -0.32310 -2.44879 8.98728
F: -1.41383 -3.23510 8.75799
F: -0.37528 -2.05373 10.30045
C: -0.25056 -1.27327 8.05957
C: -1.33804 -0.94380 7.25134
C: -1.20484 0.07495 6.32856
C: -0.00800 0.84824 6.24102
C: 0.07228 1.88070 5.27149
C: 1.20456 2.72965 5.07595
C: 2.54651 2.27486 5.17478
C: 3.61113 3.12368 4.93597
C: 3.37216 4.43174 4.53250
C: 4.51839 5.34192 4.19397
F: 4.25699 6.07460 3.06400
F: 4.77337 6.23846 5.20052
F: 5.67538 4.65410 3.96664
C: 2.07152 4.92182 4.40759
C: 1.00715 4.08325 4.67239
C: 1.02444 0.55205 7.17932
C: 0.92262 -0.52722 8.03332
H: -2.27154 -1.49322 7.33216
H: -2.02719 0.30792 5.64695
H: -0.88581 2.20728 4.86101
H: 2.75505 1.22988 5.39485
H: 4.63197 2.76483 5.04468
H: 1.89968 5.94970 4.09821
H: -0.01554 4.45617 4.57851
H: 1.91250 1.17794 7.23349
H: 1.75171 -0.79256 8.68556

And the Mulliken charges, in e, turn out to be: C -1.4460; C 0.9951; C 0.3839; O -0.7239; C -0.3865; C -0.5574; O -0.3935; C 0.3660; O -0.6224; H 0.3363; H 0.4160; H 0.1983; H 0.1284; H 0.3448; H 0.3467; H 0.3026; F -0.2535; C 0.8031; F -0.2727; F -0.2468; C 0.5580; C -0.8541; C -0.8406; C 0.7463; C -0.6758; C 1.2842; C -0.5683; C -0.9811; C 0.3405; C 0.7899; F -0.2584; F -0.2464; F -0.2674; C -0.8940; C -0.6442; C -0.3874; C -1.1905; H 0.4559; H 0.3942; H 0.6279; H 0.5411; H 0.4088; H 0.4048; H 0.4046; H 0.7260; H 0.4075

***

[2]
Below is C17H31Cl4FO15 as an isolated structure, with properties calculated with wB97M-V/def2-TZVPD.

Values from the calculation:
E_LUMO in eV: 0.1
Highest occupied orbital energy in eV: -8.09
ΔE to the lowest compared entry with this formula, charge and spin in kcal/mol: 705.6
Strongest force on any atom in hartree/bohr: 0.3012

Geometry (Å):
C: -2.51767 4.76049 -1.64980
O: -3.32686 4.53163 -0.61853
C: -2.96328 3.70269 0.48606
O: -1.86233 3.32553 0.79459
O: -4.09454 3.44004 1.14889
C: -4.11659 2.56146 2.20946
H: -2.48570 3.87250 -2.28109
H: -1.58286 5.12894 -1.22732
H: -3.08458 5.45485 -2.26995
H: -3.27274 2.88703 2.81776
H: -3.89295 1.58157 1.78770
H: -5.01595 2.53995 2.82492
C: -3.23420 -3.28515 -2.61394
O: -2.26472 -2.58043 -1.98817
C: -1.72611 -2.89490 -0.81725
O: -2.17970 -3.74207 -0.02609
O: -0.80136 -1.95824 -0.57259
C: -0.30839 -1.70050 0.74386
H: -2.75529 -4.23694 -2.84382
H: -3.51980 -2.72655 -3.50528
H: -4.10693 -3.41510 -1.97397
H: -0.88932 -2.02043 1.60888
H: -0.27408 -0.61964 0.88041
H: 0.68830 -2.09943 0.93242
C: 1.90370 1.22208 1.01890
O: 3.04558 0.66761 0.46354
C: 3.07069 -0.55604 -0.03673
O: 2.10169 -1.27816 -0.21700
O: 4.32496 -0.77457 -0.54689
C: 4.75297 -2.12080 -0.71838
H: 1.50877 0.51981 1.75302
H: 1.03074 1.34305 0.37748
H: 2.11656 2.11110 1.61258
H: 4.42295 -2.70907 -1.57462
H: 4.60466 -2.67504 0.20841
H: 5.83669 -2.10054 -0.83346
C: -0.23169 0.70667 4.12535
O: 0.87558 -0.13198 3.83657
C: 0.85766 -1.24611 3.08193
O: -0.19530 -1.71578 2.62177
O: 2.10002 -1.54584 2.75243
C: 2.28137 -2.74488 1.98245
H: -0.76265 1.01377 3.22431
H: -0.01521 1.56939 4.75539
H: -0.93049 0.09377 4.69468
H: 3.21050 -3.28074 2.17659
H: 2.42225 -2.43226 0.94779
H: 1.45273 -3.44477 2.09022
C: 1.26379 -1.99651 -1.88123
C: 0.25468 -0.98769 -2.46304
O: -0.21042 -1.86938 -3.42962
C: -0.07806 -3.16857 -3.16912
O: -0.60898 -4.11743 -3.74224
O: 0.64902 -3.24311 -2.10047
F: 0.98005 0.01547 -2.91367
H: 1.45656 -1.73557 -0.84064
H: 2.25831 -2.10131 -2.31489
H: -0.38664 -0.63066 -1.65722
C: 1.25535 3.91461 -1.45594
Cl: -0.52753 4.00626 -1.54418
Cl: 1.97904 2.26518 -1.58066
H: 1.70334 4.48409 -2.27025
H: 1.58053 4.31238 -0.49461
C: -0.37025 1.72560 0.06931
Cl: -0.27335 0.69676 -1.41329
Cl: -0.26104 0.74266 1.54274
H: 0.45741 2.43395 0.03332
H: -1.31889 2.25532 -0.01784

And the Mulliken charges, in e, turn out to be: C -0.5274; O -0.4076; C 0.7910; O -0.4995; O -0.3770; C -0.4397; H 0.2750; H 0.3144; H 0.3303; H 0.2245; H 0.2055; H 0.2756; C -0.8269; O -0.2330; C 0.8180; O -0.6789; O -0.3011; C 0.2853; H 0.3458; H 0.2519; H 0.2637; H 0.8389; H -0.1679; H -0.8730; C 0.3266; O -0.2134; C 0.3463; O -0.2788; O -0.4177; C -0.7542; H 0.4920; H -1.6151; H 0.2565; H 0.2978; H 0.2530; H 0.3706; C -0.7861; O -0.3596; C 0.6173; O -0.5181; O -0.2966; C -0.2616; H 0.3856; H 0.2852; H 0.3905; H 0.3758; H -0.3076; H 0.4049; C -0.4534; C 0.4691; O -0.4467; C 0.6254; O -0.6888; O -0.3317; F -0.2986; H 0.3550; H 0.4367; H 0.4194; C -0.5392; Cl 0.0088; Cl 0.0248; H 0.4469; H 0.2624; C -0.6545; Cl 0.4409; Cl -0.2373; H 0.4714; H 0.8082

***

[3]
Below is one molecule with the formula C8H7FO3, with properties calculated with wB97M-V/def2-TZVPD.

Values from the calculation:
E_LUMO in eV: 0.3
SMILES: COC(=O)[C@@]1(F)C2=C1C(=O)CC2
Highest occupied orbital energy in eV: -9.98
ΔE to the lowest compared entry with this formula, charge and spin in kcal/mol: 81.4
Strongest force on any atom in hartree/bohr: 0.1024

Geometry (Å):
C: -0.11426 -0.30133 1.06401
C: -0.66732 -0.97998 0.05410
C: 0.64692 -1.12852 1.99854
C: -0.37043 1.25284 -0.95586
C: -0.41776 -2.42158 0.09822
C: 0.61752 -2.49745 1.25096
C: -1.02773 0.44551 0.01323
C: 0.31893 3.41572 -1.71868
O: 1.13773 -0.96915 3.08609
O: 0.41710 0.71380 -1.68043
O: -0.56511 2.52638 -0.90397
F: -2.26951 0.80263 0.53473
H: -1.16015 -3.06760 0.26503
H: -0.04817 -2.57094 -0.89144
H: 1.64929 -2.81414 1.05598
H: 0.32539 -3.20624 1.94091
H: 0.61859 4.16638 -0.83378
H: -0.27061 3.85934 -2.48011
H: 1.17957 2.77434 -1.89752

And the Mulliken charges, in e, turn out to be: C 0.1966; C 0.3842; C 0.0290; C 0.5016; C -0.8692; C -0.5705; C 0.5914; C -0.6160; O -0.5665; O -0.5855; O -0.3017; F -0.3342; H 0.3848; H 0.2330; H 0.3597; H 0.3468; H 0.2226; H 0.2573; H 0.3366